(1)
{
  "formula": "C5H5NO4S",
  "method": "ωB97M-V/def2-TZVPD",
  "homo_energy_ev": -8.7,
  "e_tot_ev": -25776.7795,
  "orbital_gap_ev": 7.7,
  "lumo_ev": -1.01,
  "max_force_ev_per_a": 4.1,
  "e_above_lowest_ev": 2.790,
  "species": ["O", "H", "O", "C", "C", "O", "C", "S", "H", "H", "H", "C", "C", "N", "H", "O"],
  "xyz": [[1.934, 0.220, 0.090], [-0.186, -2.151, 0.375], [-2.630, -1.950, -1.157], [1.846, -1.238, 0.142], [0.409, -1.548, -0.200], [-0.271, -0.296, -0.112], [0.651, 0.716, 0.094], [-2.575, -1.171, 0.112], [2.162, -1.400, 1.115], [2.709, -1.508, -0.389], [-0.689, 4.955, -0.304], [-0.478, 3.017, 0.106], [0.291, 1.973, 0.185], [-1.033, 4.060, -0.101], [0.124, -1.723, -1.277], [-2.263, -1.956, 1.322]],
  "nbo_charge": [-0.4632, 0.2210, -0.8321, -0.1127, -0.1254, -0.5223, 0.6480, 1.6580, 0.1957, 0.2176, 0.4027, 0.4692, -0.4573, -0.6708, 0.2130, -0.8412]
}

---

(2)
{
  "formula": "C5H5NOS",
  "method": "ωB97M-V/def2-TZVPD",
  "homo_energy_ev": -9.0,
  "e_tot_ev": -19635.2723,
  "orbital_gap_ev": 8.8,
  "lumo_ev": -0.21,
  "max_force_ev_per_a": 1.7,
  "e_above_lowest_ev": 3.719,
  "species": ["S", "H", "H", "N", "C", "C", "C", "C", "C", "O", "H", "H", "H"],
  "xyz": [[2.994, -0.260, 0.006], [-0.444, -1.707, -1.203], [0.480, 1.100, 1.929], [-1.820, -0.427, -0.002], [0.363, 0.622, 0.936], [0.335, 0.440, -1.022], [1.461, 0.218, 0.009], [-0.605, -0.612, 0.785], [-0.575, -0.764, -0.678], [-0.121, 1.481, -0.121], [-0.610, -1.443, 1.509], [0.534, 0.761, -2.041], [-1.992, 0.589, -0.105]],
  "nbo_charge": [0.0967, 0.2248, 0.2245, -0.5401, -0.0167, -0.0077, -0.0741, -0.1149, -0.1198, -0.4923, 0.2250, 0.2215, 0.3732]
}

---

(3)
{
  "formula": "C5H5NOS",
  "method": "ωB97M-V/def2-TZVPD",
  "homo_energy_ev": [-8.3, -8.3],
  "e_tot_ev": -19634.1226,
  "orbital_gap_ev": [8.0, 8.0],
  "lumo_ev": [-0.36, -0.36],
  "max_force_ev_per_a": 4.5,
  "e_above_lowest_ev": 4.869,
  "species": ["H", "S", "C", "H", "N", "C", "C", "H", "C", "H", "H", "C", "O"],
  "xyz": [[-0.745, -2.187, 1.314], [3.122, 0.460, 1.306], [-2.263, -0.945, 0.655], [2.983, 1.245, -1.708], [2.187, 0.690, -1.266], [-0.913, -1.203, 0.908], [2.150, 0.416, 0.006], [-3.154, -1.425, 1.012], [-1.089, 0.671, -0.260], [1.238, 0.620, -1.644], [-0.972, 1.559, -0.675], [-0.191, -0.147, 0.340], [-2.353, 0.248, 0.013]],
  "nbo_charge": [0.2348, 0.0042, 0.0899, 0.4246, -0.8218, -0.3862, 0.1652, 0.2045, -0.0222, 0.4371, 0.1847, -0.1101, -0.4048]
}

---

(4)
{
  "formula": "C5H5NOS",
  "method": "ωB97M-V/def2-TZVPD",
  "homo_energy_ev": -8.4,
  "e_tot_ev": -19636.2836,
  "orbital_gap_ev": 8.9,
  "lumo_ev": 0.49,
  "max_force_ev_per_a": 2.5,
  "e_above_lowest_ev": 2.708,
  "smiles": "C1=CC2=NOC[C@H]2S1",
  "species": ["H", "C", "C", "O", "H", "H", "C", "H", "C", "N", "S", "C", "H"],
  "xyz": [[-0.119, -0.881, 1.511], [0.943, 1.497, 0.034], [-0.285, 0.796, 0.126], [-2.240, -0.134, -0.135], [-1.809, -2.065, 0.363], [-1.160, -1.434, -1.298], [-1.314, -1.231, -0.203], [0.976, 2.576, -0.100], [1.986, 0.653, -0.172], [-1.516, 1.045, -0.146], [1.610, -1.067, -0.122], [-0.061, -0.694, 0.460], [2.987, 0.939, -0.317]],
  "nbo_charge": [0.2338, -0.2919, 0.1578, -0.3642, 0.2119, 0.1913, -0.0993, 0.2438, -0.2829, -0.0843, 0.2869, -0.4319, 0.2291]
}

---

(5)
{
  "formula": "C5H5NS",
  "method": "ωB97M-V/def2-TZVPD",
  "homo_energy_ev": -7.7,
  "e_tot_ev": -17589.5622,
  "orbital_gap_ev": 8.6,
  "lumo_ev": 0.93,
  "max_force_ev_per_a": 2.4,
  "e_above_lowest_ev": 1.315,
  "species": ["C", "S", "C", "H", "C", "N", "H", "H", "H", "C", "H", "C"],
  "xyz": [[0.012, -0.615, 0.095], [-1.757, -0.612, -0.043], [1.266, -1.201, 0.055], [2.053, 2.021, -0.107], [0.155, 0.825, 0.081], [2.137, -0.157, -0.037], [3.127, -0.217, -0.212], [-1.657, 1.820, -0.863], [-1.755, 1.663, 0.867], [1.518, 1.049, -0.002], [1.665, -2.178, -0.100], [-1.333, 1.239, -0.002]],
  "nbo_charge": [-0.2328, 0.2199, -0.1103, 0.2149, -0.1439, -0.4948, 0.4136, 0.2221, 0.2167, -0.0622, 0.2164, -0.4598]
}

---

(6)
{
  "formula": "C5H5NS",
  "method": "ωB97M-V/def2-TZVPD",
  "homo_energy_ev": -7.9,
  "e_tot_ev": -17589.1812,
  "orbital_gap_ev": 8.9,
  "lumo_ev": 0.98,
  "max_force_ev_per_a": 3.2,
  "e_above_lowest_ev": 1.696,
  "species": ["H", "S", "H", "H", "C", "C", "C", "C", "C", "H", "H", "N"],
  "xyz": [[-0.606, 2.664, -0.832], [-0.082, -0.872, -2.220], [1.312, -2.229, -0.737], [-0.357, 2.106, 1.536], [0.113, 0.110, 1.292], [0.266, -1.833, -0.688], [-0.283, 0.330, -0.885], [-0.427, 1.616, -0.374], [0.074, -0.566, 0.065], [0.518, -0.143, 2.251], [-0.471, -2.566, -0.343], [-0.058, 1.383, 0.936]],
  "nbo_charge": [0.2344, 0.2203, 0.2266, 0.4004, -0.0685, -0.5038, -0.2003, -0.1275, -0.1511, 0.2158, 0.2285, -0.4747]
}